# 1
{
  "formula": "C15H11Cl5N3O6Re",
  "method": "ωB97M-V/def2-TZVPD",
  "species": ["Re", "N", "C", "C", "O", "N", "C", "C", "O", "O", "H", "H", "H", "H", "H", "H", "Cl", "C", "C", "C", "Cl", "C", "Cl", "C", "Cl", "C", "Cl", "O", "N", "C", "C", "C", "C", "C", "H", "H", "H", "H", "H", "O", "O"],
  "xyz": [[0.147, 0.700, 0.580], [1.574, 2.295, 0.964], [0.864, 3.572, 0.687], [-0.512, 3.489, 1.331], [-1.068, 4.468, 1.786], [-0.980, 2.214, 1.341], [-1.941, 1.806, 2.333], [-1.278, 0.648, 3.083], [-1.614, 0.223, 4.146], [-0.235, 0.134, 2.383], [1.909, 2.291, 1.925], [2.401, 2.192, 0.388], [0.771, 3.678, -0.394], [1.405, 4.427, 1.086], [-2.873, 1.442, 1.895], [-2.173, 2.607, 3.034], [3.443, 0.353, -0.699], [2.802, -1.055, 0.121], [1.511, -1.055, 0.672], [1.140, -2.317, 1.199], [-0.356, -2.579, 2.036], [1.974, -3.443, 1.171], [1.474, -4.948, 1.843], [3.238, -3.366, 0.601], [4.265, -4.742, 0.554], [3.655, -2.158, 0.066], [5.213, -2.064, -0.662], [-1.622, -0.494, 0.070], [-1.844, -0.706, -1.227], [-1.187, -1.695, -1.857], [-1.423, -1.934, -3.191], [-2.347, -1.156, -3.872], [-3.013, -0.150, -3.194], [-2.734, 0.067, -1.864], [-0.492, -2.239, -1.239], [-0.880, -2.728, -3.684], [-2.540, -1.330, -4.921], [-3.730, 0.487, -3.690], [-3.171, 0.841, -1.253], [0.208, 1.033, -1.131], [0.017, 1.191, -2.415]],
  "lumo_energy_ev": -0.8,
  "total_charge": 0,
  "e_homo_ev": -8.45
}



# 2
{
  "formula": "C33H87N3O12",
  "method": "ωB97M-V/def2-TZVPD",
  "species": ["C", "O", "H", "H", "H", "H", "C", "O", "H", "H", "H", "H", "C", "O", "H", "H", "H", "H", "C", "O", "H", "H", "H", "H", "C", "O", "H", "H", "H", "H", "C", "O", "H", "H", "H", "H", "O", "H", "H", "O", "H", "H", "O", "H", "H", "C", "C", "C", "C", "C", "C", "N", "O", "C", "C", "C", "H", "H", "H", "H", "H", "H", "H", "H", "H", "H", "H", "H", "H", "H", "H", "H", "H", "H", "H", "C", "C", "C", "C", "C", "C", "N", "O", "C", "C", "C", "H", "H", "H", "H", "H", "H", "H", "H", "H", "H", "H", "H", "H", "H", "H", "H", "H", "H", "H", "C", "C", "C", "C", "C", "C", "N", "O", "C", "C", "C", "H", "H", "H", "H", "H", "H", "H", "H", "H", "H", "H", "H", "H", "H", "H", "H", "H", "H", "H"],
  "xyz": [[2.807, 0.609, 3.756], [2.007, 1.077, 2.579], [2.196, -0.207, 4.141], [3.760, 0.349, 3.295], [2.973, 1.324, 4.561], [1.332, 0.416, 2.407], [-4.198, -1.775, 2.418], [-4.641, -1.336, 3.669], [-3.179, -2.162, 2.436], [-4.811, -2.603, 2.064], [-4.412, -1.058, 1.625], [-5.411, -1.835, 3.952], [2.334, -2.350, -2.233], [3.476, -1.543, -2.099], [1.900, -2.052, -3.187], [2.551, -3.413, -2.334], [1.535, -2.148, -1.519], [3.872, -1.546, -2.973], [-2.035, 3.478, 4.048], [-0.721, 3.962, 3.985], [-2.852, 4.168, 3.835], [-2.091, 2.604, 3.399], [-2.244, 3.163, 5.070], [-0.086, 3.242, 3.969], [3.361, -2.533, 0.735], [3.058, -2.968, 2.062], [4.410, -2.603, 0.450], [2.818, -3.152, 0.021], [3.215, -1.485, 0.473], [2.613, -3.813, 1.964], [1.783, 3.417, 3.898], [0.816, 2.432, 3.662], [1.338, 4.302, 3.443], [2.063, 3.540, 4.944], [2.697, 3.251, 3.328], [1.314, 2.008, 2.959], [0.975, -2.736, 3.523], [1.432, -2.500, 2.715], [0.802, -1.898, 3.953], [0.925, -4.146, 1.918], [1.075, -4.213, 2.861], [0.246, -3.477, 1.831], [-0.346, -1.456, 4.619], [-0.081, -1.611, 5.526], [-0.967, -2.159, 4.427], [-0.853, 5.961, 0.478], [-0.093, 4.632, 0.433], [-1.034, 3.644, -0.298], [-1.123, 3.847, -1.829], [0.323, 3.870, -2.404], [1.204, 4.944, -1.821], [1.180, 4.848, -0.331], [2.015, 5.777, 0.231], [2.629, 4.640, -2.361], [0.722, 6.334, -2.369], [0.254, 4.235, 1.862], [-1.617, 5.936, 1.255], [-1.439, 6.371, -0.344], [-0.143, 6.686, 0.878], [-0.701, 2.614, -0.167], [-2.062, 3.641, 0.064], [-1.595, 4.825, -1.913], [-1.651, 3.109, -2.433], [0.308, 4.192, -3.445], [0.669, 2.847, -2.554], [2.747, 4.651, -3.445], [3.321, 5.445, -2.113], [3.116, 3.770, -1.920], [1.318, 7.145, -1.952], [0.957, 6.460, -3.425], [-0.339, 6.571, -2.286], [0.734, 5.057, 2.394], [0.932, 3.386, 1.952], [-0.588, 3.993, 2.511], [1.478, 6.554, 0.058], [1.330, -4.556, -4.368], [-0.130, -4.282, -4.967], [-1.094, -5.487, -4.572], [-1.429, -5.366, -3.083], [-2.131, -4.125, -2.824], [-1.244, -2.858, -3.092], [-0.561, -2.927, -4.470], [0.205, -1.912, -4.743], [-2.169, -1.558, -3.269], [-0.271, -2.707, -1.895], [-0.117, -4.288, -6.499], [1.926, -5.271, -4.935], [1.232, -4.893, -3.336], [1.989, -3.690, -4.408], [-2.025, -5.489, -5.138], [-0.624, -6.460, -4.715], [-0.565, -5.544, -2.444], [-2.116, -6.134, -2.727], [-2.424, -4.081, -1.775], [-3.028, -4.009, -3.432], [-1.794, -0.862, -2.517], [-2.199, -1.050, -4.233], [-3.191, -1.788, -2.969], [0.630, -3.304, -2.032], [-0.038, -1.709, -1.526], [-0.635, -3.159, -0.972], [0.872, -4.662, -6.764], [-0.065, -3.269, -6.884], [-0.956, -4.805, -6.963], [-0.359, -1.501, -5.402], [-0.333, 2.032, 2.441], [-0.767, 0.712, 1.772], [-0.998, 1.152, 0.367], [-1.383, 0.026, -0.541], [-0.286, -1.032, -0.483], [0.012, -1.587, 0.961], [0.183, -0.440, 1.820], [0.649, -0.814, 3.067], [-1.085, -2.667, 1.332], [1.382, -2.284, 0.712], [-2.136, 0.331, 2.453], [-0.087, 1.752, 3.466], [-1.075, 2.829, 2.394], [0.563, 2.442, 1.975], [-1.821, 1.867, 0.373], [-0.063, 1.651, 0.111], [-1.314, 0.406, -1.561], [-2.333, -0.419, -0.247], [0.495, -0.385, -0.882], [-0.607, -1.855, -1.122], [-2.097, -2.291, 1.183], [-0.990, -3.579, 0.744], [-0.927, -2.979, 2.365], [2.040, -1.458, 0.440], [1.828, -2.661, 1.632], [1.445, -3.088, -0.021], [-2.798, 1.192, 2.550], [-1.945, -0.022, 3.466], [-2.721, -0.388, 1.880], [-0.130, -1.245, 3.426]],
  "lumo_energy_ev": 0.0,
  "total_charge": 0,
  "e_homo_ev": -6.83
}



# 3
{
  "formula": "C5H10O3",
  "method": "ωB97M-V/def2-TZVPD",
  "species": ["C", "C", "O", "C", "C", "C", "O", "H", "H", "H", "H", "H", "H", "H", "H", "O", "H", "H"],
  "xyz": [[0.218, -6.516, 0.593], [0.580, -5.313, 1.413], [1.193, -5.413, 2.464], [0.164, -3.967, 0.868], [0.287, -2.818, 1.864], [-0.123, -1.487, 1.253], [0.764, -1.016, 0.274], [0.761, -7.402, 0.941], [-0.865, -6.687, 0.687], [0.421, -6.331, -0.471], [0.789, -3.770, -0.019], [-0.869, -4.046, 0.496], [-0.363, -3.019, 2.735], [-0.185, -0.816, 2.145], [-1.122, -1.559, 0.803], [1.647, -2.667, 2.321], [0.848, -1.675, -0.446], [1.915, -3.526, 2.672]],
  "smiles": "CC(=O)C[C@@H](O)CO",
  "lumo_energy_ev": 0.6,
  "total_charge": 0,
  "e_homo_ev": -10.09
}



# 4
{
  "formula": "C19H35BNO2OsP",
  "method": "ωB97M-V/def2-TZVPD",
  "species": ["C", "C", "C", "C", "C", "C", "C", "C", "N", "Os", "C", "P", "H", "H", "H", "H", "H", "H", "H", "H", "C", "C", "H", "C", "C", "H", "H", "H", "H", "H", "H", "H", "H", "H", "H", "H", "H", "H", "H", "C", "C", "C", "O", "B", "O", "C", "C", "C", "H", "H", "H", "H", "H", "H", "H", "H", "H", "H", "H", "H"],
  "xyz": [[-2.120, -0.538, -3.656], [-1.707, -1.568, -2.807], [-0.830, -1.308, -1.744], [-0.477, 0.031, -1.480], [-0.896, 1.073, -2.322], [-1.703, 0.773, -3.425], [-0.274, -2.381, -0.871], [-0.033, -3.729, -1.606], [0.810, -3.679, -2.766], [0.689, 0.376, 0.157], [-0.473, 2.472, -2.014], [0.502, 2.431, -0.425], [-2.067, -2.586, -2.963], [-2.006, 1.588, -4.082], [-2.777, -0.761, -4.497], [-1.322, 3.156, -1.876], [0.175, 2.901, -2.791], [0.645, -2.012, -0.353], [-0.993, -2.600, -0.059], [0.464, -4.404, -0.887], [-0.493, 3.476, 0.667], [1.959, 3.413, -0.824], [-0.993, -4.179, -1.896], [0.323, -4.015, -4.065], [2.073, -3.010, -2.671], [2.254, 0.483, 0.983], [1.163, -4.377, -4.674], [-0.450, -4.793, -3.975], [-0.118, -3.142, -4.583], [2.720, -3.349, -3.491], [1.976, -1.910, -2.736], [2.543, -3.249, -1.706], [1.998, 3.589, -1.904], [1.898, 4.358, -0.275], [2.835, 2.842, -0.504], [-1.323, 3.906, 0.099], [-0.871, 2.855, 1.486], [0.166, 4.261, 1.049], [2.210, 1.150, 0.630], [-0.078, -1.936, 4.950], [-0.664, -1.378, 3.669], [-1.548, -2.455, 3.035], [0.420, -1.085, 2.786], [-0.062, -0.038, 1.969], [-1.190, 0.617, 2.510], [-1.411, 0.012, 3.791], [-2.907, -0.051, 4.027], [-0.791, 0.903, 4.866], [0.481, -2.855, 4.736], [-0.885, -2.193, 5.646], [0.600, -1.231, 5.442], [-0.929, -3.315, 2.746], [-2.290, -2.813, 3.761], [-2.082, -2.095, 2.143], [-3.112, -0.473, 5.018], [-3.329, 0.962, 4.001], [-3.420, -0.660, 3.275], [0.301, 0.977, 4.770], [-1.218, 1.913, 4.802], [-1.031, 0.508, 5.862]],
  "lumo_energy_ev": [-6.9, -9.1],
  "total_charge": 2,
  "multiplicity": 5,
  "e_homo_ev": [-12.85, -15.02],
  "s2": 6.021
}



# 5
{
  "formula": "C44H42ClN2O4S2SbSiZr",
  "method": "ωB97M-V/def2-TZVPD",
  "species": ["Zr", "C", "C", "N", "N", "C", "S", "S", "C", "C", "C", "C", "C", "C", "C", "C", "C", "C", "C", "C", "C", "O", "H", "H", "H", "H", "H", "H", "H", "H", "H", "H", "H", "H", "H", "H", "Cl", "C", "C", "C", "C", "O", "C", "C", "O", "C", "H", "H", "H", "H", "C", "Sb", "C", "C", "H", "H", "H", "H", "H", "H", "H", "H", "H", "O", "Si", "C", "C", "C", "C", "C", "C", "C", "C", "C", "C", "C", "C", "C", "C", "C", "C", "C", "C", "H", "H", "H", "H", "H", "H", "H", "H", "H", "H", "H", "H", "H", "H", "H"],
  "xyz": [[-0.410, -0.009, 0.568], [0.967, -2.510, 2.889], [1.101, -1.032, 2.774], [0.051, -0.267, 2.878], [0.362, 1.024, 3.324], [-0.110, 2.107, 2.821], [-1.007, 2.392, 1.371], [0.342, 3.564, 3.743], [1.962, 3.074, 4.393], [2.012, 2.534, 5.801], [0.986, 1.770, 6.346], [1.109, 1.236, 7.620], [2.258, 1.458, 8.368], [3.282, 2.226, 7.835], [3.155, 2.761, 6.561], [2.426, -0.410, 2.583], [3.487, -0.562, 3.465], [4.672, 0.131, 3.256], [4.789, 0.963, 2.150], [3.744, 1.108, 1.246], [2.555, 0.421, 1.453], [1.532, 0.526, 0.588], [-0.075, -2.808, 2.965], [1.486, -2.800, 3.808], [1.454, -3.027, 2.062], [2.591, 3.962, 4.318], [2.359, 2.330, 3.701], [0.092, 1.597, 5.761], [0.300, 0.646, 8.032], [2.349, 1.041, 9.363], [4.178, 2.415, 8.412], [3.957, 3.364, 6.149], [3.373, -1.190, 4.339], [5.489, 0.031, 3.956], [5.710, 1.508, 1.985], [3.830, 1.754, 0.382], [-5.031, -6.008, 0.250], [-3.769, -4.822, 0.374], [-2.432, -5.234, 0.353], [-1.408, -4.319, 0.438], [-1.685, -2.944, 0.547], [-0.706, -2.080, 0.565], [-3.039, -2.546, 0.595], [-3.399, -1.169, 0.799], [-2.611, -0.252, 1.035], [-4.072, -3.492, 0.494], [-2.210, -6.289, 0.262], [-0.374, -4.635, 0.403], [-4.471, -0.929, 0.771], [-5.104, -3.164, 0.516], [3.014, -2.803, -0.803], [1.611, -1.534, -1.802], [3.078, -0.156, -2.510], [1.469, -2.712, -3.583], [3.849, -3.019, -1.469], [2.541, -3.740, -0.509], [3.392, -2.304, 0.091], [3.696, -0.642, -3.265], [3.703, 0.146, -1.670], [2.607, 0.728, -2.937], [2.466, -2.856, -4.000], [0.835, -2.209, -4.313], [1.026, -3.682, -3.357], [-1.001, 0.588, -1.180], [-1.579, 0.983, -2.664], [-2.491, -0.511, -3.321], [-2.448, -1.731, -2.646], [-3.151, -2.840, -3.102], [-3.914, -2.744, -4.256], [-3.973, -1.538, -4.945], [-3.271, -0.437, -4.479], [-0.160, 1.415, -3.789], [0.633, 2.532, -3.502], [1.710, 2.867, -4.307], [2.013, 2.091, -5.420], [1.240, 0.981, -5.721], [0.161, 0.648, -4.910], [-2.750, 2.418, -2.495], [-3.431, 2.641, -1.296], [-4.371, 3.655, -1.185], [-4.653, 4.462, -2.279], [-3.982, 4.262, -3.477], [-3.035, 3.251, -3.580], [-1.849, -1.824, -1.747], [-3.099, -3.775, -2.556], [-4.464, -3.603, -4.618], [-4.576, -1.457, -5.841], [-3.343, 0.498, -5.026], [0.411, 3.143, -2.633], [2.314, 3.734, -4.069], [2.853, 2.355, -6.051], [1.475, 0.372, -6.586], [-0.435, -0.224, -5.154], [-3.209, 2.031, -0.427], [-4.878, 3.820, -0.243], [-5.388, 5.252, -2.195], [-4.188, 4.898, -4.328], [-2.501, 3.122, -4.516]],
  "lumo_energy_ev": -0.9,
  "total_charge": 0,
  "e_homo_ev": -7.94
}



# 6
{
  "formula": "C16H33O8P",
  "method": "ωB97M-V/def2-TZVPD",
  "species": ["C", "C", "C", "P", "C", "C", "O", "C", "C", "C", "C", "C", "O", "H", "H", "H", "H", "H", "H", "H", "H", "H", "H", "H", "H", "H", "H", "H", "H", "H", "H", "H", "H", "H", "H", "H", "H", "H", "C", "C", "O", "C", "O", "O", "H", "H", "H", "H", "C", "C", "O", "C", "O", "O", "H", "H", "H", "H"],
  "xyz": [[2.401, -1.156, 0.075], [2.949, -1.805, -1.186], [2.256, -1.466, -2.530], [0.713, -0.448, -2.401], [-0.411, -2.011, -2.477], [-1.830, -1.688, -2.063], [-2.039, -2.056, -0.707], [-2.568, -1.045, 0.126], [-3.999, -0.663, -0.230], [1.737, 1.186, -2.398], [1.057, 2.445, -1.883], [2.038, 3.600, -1.779], [0.403, 2.274, -0.621], [1.357, -1.399, 0.250], [2.517, -0.076, 0.054], [2.952, -1.510, 0.942], [2.905, -2.882, -1.055], [3.998, -1.536, -1.271], [2.944, -0.950, -3.193], [1.971, -2.386, -3.029], [0.149, -0.146, -1.148], [0.015, 0.044, -3.543], [-0.408, -2.387, -3.501], [-0.039, -2.788, -1.811], [-2.540, -2.235, -2.681], [-2.038, -0.618, -2.189], [-2.518, -1.442, 1.134], [-1.923, -0.161, 0.098], [-4.441, -1.432, -0.856], [-4.605, -0.552, 0.663], [-4.056, 0.274, -0.771], [2.694, 1.057, -1.887], [1.986, 1.363, -3.446], [0.270, 2.747, -2.574], [1.569, 4.437, -1.270], [2.909, 3.290, -1.205], [2.380, 3.913, -2.762], [0.998, 1.825, -0.011], [-1.888, 4.227, 1.908], [-2.195, 3.902, 0.458], [-3.590, 3.571, 0.520], [-4.132, 4.152, 1.614], [-5.293, 4.201, 1.855], [-3.158, 4.672, 2.400], [-1.151, 5.014, 2.037], [-1.584, 3.345, 2.474], [-2.075, 4.770, -0.194], [-1.614, 3.071, 0.069], [1.256, -4.361, 4.329], [2.470, -3.455, 4.194], [1.983, -2.440, 3.309], [0.630, -2.398, 3.390], [-0.048, -1.554, 2.906], [0.173, -3.452, 4.105], [1.153, -4.816, 5.310], [1.227, -5.135, 3.561], [2.751, -2.989, 5.139], [3.335, -3.940, 3.753]],
  "smiles": "CCC[PH2](CCOCC)C[C@H](C)O.O=C1OCCO1.O=C1OCCO1",
  "lumo_energy_ev": 0.5,
  "total_charge": 0,
  "e_homo_ev": -7.79
}